1.
{
  "formula": "C29H70N2O11",
  "method": "ωB97M-V/def2-TZVPD",
  "symbols": ["N", "C", "C", "O", "C", "C", "O", "C", "O", "O", "N", "O", "H", "H", "H", "H", "H", "H", "H", "H", "H", "H", "C", "C", "O", "C", "C", "H", "H", "H", "H", "H", "H", "H", "H", "H", "H", "C", "C", "O", "C", "C", "H", "H", "H", "H", "H", "H", "H", "H", "H", "H", "C", "C", "O", "C", "C", "H", "H", "H", "H", "H", "H", "H", "H", "H", "H", "C", "C", "O", "C", "C", "H", "H", "H", "H", "H", "H", "H", "H", "H", "H", "C", "C", "O", "C", "C", "H", "H", "H", "H", "H", "H", "H", "H", "H", "H", "C", "C", "O", "C", "C", "H", "H", "H", "H", "H", "H", "H", "H", "H", "H"],
  "coordinates": [[3.255, -4.097, 4.653], [2.017, -3.319, 4.737], [1.722, -2.519, 3.477], [1.723, -3.413, 2.365], [0.483, -1.623, 3.537], [-0.846, -2.243, 3.915], [-1.115, -3.365, 3.083], [-1.449, -4.571, 3.638], [-2.496, -5.090, 3.434], [-0.990, -2.668, 5.270], [-0.366, -1.755, 6.202], [-0.919, -1.794, 7.216], [3.856, -3.709, 3.934], [3.044, -5.039, 4.348], [1.191, -3.979, 5.005], [2.118, -2.596, 5.554], [2.570, -1.829, 3.352], [1.081, -3.105, 1.717], [0.714, -0.746, 4.146], [0.337, -1.234, 2.520], [-1.650, -1.529, 3.708], [-0.632, -5.047, 4.194], [-0.191, 0.010, -2.261], [0.875, -0.653, -1.407], [0.404, -1.113, -0.151], [-0.634, -2.082, -0.183], [-0.260, -3.372, -0.889], [-0.644, 0.846, -1.726], [0.253, 0.389, -3.182], [-0.988, -0.682, -2.537], [1.654, 0.070, -1.162], [1.360, -1.466, -1.959], [-1.545, -1.656, -0.618], [-0.861, -2.290, 0.865], [-0.039, -3.215, -1.945], [-1.085, -4.082, -0.829], [0.622, -3.823, -0.429], [-1.132, -8.455, -4.673], [-0.113, -7.527, -4.035], [-0.637, -6.711, -3.002], [-1.192, -7.395, -1.891], [-0.212, -8.301, -1.166], [-1.973, -7.886, -5.071], [-0.667, -9.007, -5.491], [-1.524, -9.185, -3.964], [0.261, -6.825, -4.780], [0.750, -8.098, -3.676], [-2.083, -7.958, -2.193], [-1.528, -6.610, -1.213], [0.146, -9.113, -1.801], [-0.695, -8.749, -0.298], [0.655, -7.731, -0.827], [2.073, 5.098, -3.122], [1.556, 3.706, -3.442], [0.435, 3.682, -4.305], [0.624, 4.252, -5.591], [1.711, 3.583, -6.415], [1.281, 5.706, -2.681], [2.899, 5.033, -2.412], [2.439, 5.614, -4.010], [1.214, 3.222, -2.525], [2.365, 3.083, -3.843], [0.814, 5.329, -5.507], [-0.336, 4.145, -6.096], [2.697, 3.678, -5.957], [1.758, 4.042, -7.403], [1.497, 2.520, -6.535], [2.692, 2.808, 6.842], [1.781, 1.640, 6.507], [2.383, 0.658, 5.681], [3.542, 0.023, 6.195], [3.324, -0.702, 7.512], [3.050, 3.286, 5.929], [2.143, 3.545, 7.430], [3.560, 2.500, 7.425], [0.925, 1.994, 5.931], [1.388, 1.185, 7.424], [4.365, 0.741, 6.289], [3.834, -0.692, 5.424], [3.045, -0.018, 8.314], [4.242, -1.209, 7.810], [2.534, -1.448, 7.416], [-0.801, 4.831, 3.046], [0.272, 3.787, 2.790], [-0.011, 2.514, 3.343], [-1.189, 1.884, 2.875], [-1.188, 1.568, 1.392], [-0.974, 4.947, 4.117], [-0.486, 5.792, 2.638], [-1.750, 4.568, 2.577], [1.206, 4.093, 3.263], [0.473, 3.704, 1.715], [-2.074, 2.455, 3.180], [-1.237, 0.927, 3.400], [-1.152, 2.453, 0.754], [-2.089, 1.009, 1.132], [-0.324, 0.940, 1.170], [-3.828, 5.151, -4.701], [-2.955, 6.053, -5.557], [-2.613, 5.497, -6.816], [-3.697, 5.183, -7.673], [-4.565, 6.373, -8.041], [-3.337, 4.191, -4.537], [-4.007, 5.621, -3.733], [-4.799, 4.962, -5.160], [-2.004, 6.217, -5.050], [-3.425, 7.035, -5.684], [-4.310, 4.383, -7.243], [-3.232, 4.776, -8.571], [-5.063, 6.805, -7.172], [-5.339, 6.062, -8.744], [-3.965, 7.155, -8.510]],
  "homo_ev": -9.2,
  "total_charge": 0,
  "energy_ha": -2083.8670,
  "smiles": "NC[C@@H](O)C[C@@H](OC=O)ON=O.CCOCC.CCOCC.CCOCC.CCOCC.CCOCC.CCOCC",
  "orbital_gap_ha": 0.3304
}

2.
{
  "formula": "C4H5NO2",
  "method": "ωB97M-V/def2-TZVPD",
  "symbols": ["O", "C", "C", "C", "N", "C", "O", "H", "H", "H", "H", "H"],
  "coordinates": [[-1.452, 0.068, -0.951], [-1.595, 0.883, 0.039], [-0.666, -0.831, -0.141], [0.726, -0.938, -0.691], [0.507, -0.456, 0.639], [0.930, 0.807, 1.092], [1.931, 1.354, 0.692], [-1.810, 1.880, -0.344], [-1.246, -1.692, 0.168], [1.034, -0.209, -1.444], [1.154, -1.930, -0.785], [0.300, 1.176, 1.917]],
  "homo_ev": -8.6,
  "total_charge": 0,
  "energy_ha": -360.4493,
  "de_lowest_ev": 5.989,
  "orbital_gap_ha": 0.3212
}

3.
{
  "formula": "C38H64BN19O3P",
  "method": "ωB97M-V/def2-TZVPD",
  "symbols": ["C", "N", "C", "C", "O", "C", "B", "P", "N", "O", "O", "H", "H", "H", "H", "H", "H", "H", "H", "H", "H", "H", "H", "H", "C", "C", "N", "H", "H", "H", "C", "C", "N", "H", "H", "H", "C", "C", "N", "H", "H", "H", "C", "C", "N", "H", "H", "H", "C", "C", "N", "H", "H", "H", "C", "C", "N", "H", "H", "H", "C", "C", "N", "H", "H", "H", "C", "C", "N", "H", "H", "H", "C", "C", "N", "H", "H", "H", "C", "C", "N", "H", "H", "H", "C", "C", "N", "H", "H", "H", "C", "C", "N", "H", "H", "H", "C", "C", "N", "H", "H", "H", "C", "C", "N", "H", "H", "H", "C", "C", "N", "H", "H", "H", "C", "C", "N", "H", "H", "H", "C", "C", "N", "H", "H", "H"],
  "coordinates": [[3.707, 0.734, -0.779], [2.720, -0.294, -1.147], [1.414, 0.304, -1.491], [2.575, -1.331, -0.117], [2.301, -0.973, 1.003], [2.720, -2.776, -0.571], [4.082, -3.588, -0.087], [5.325, -2.631, 1.016], [4.790, -2.171, 2.439], [5.899, -1.376, 0.009], [6.622, -3.746, 1.252], [4.641, 0.505, -1.343], [3.994, 0.740, 0.290], [3.403, 1.748, -1.119], [1.358, 0.388, -2.594], [1.296, 1.346, -1.112], [0.569, -0.293, -1.098], [2.683, -2.765, -1.681], [1.805, -3.318, -0.237], [4.649, -3.996, -1.077], [3.726, -4.549, 0.553], [5.356, -2.633, 3.150], [6.205, -1.752, -0.836], [7.412, -3.377, 0.839], [-0.225, 0.540, -5.879], [-0.271, 1.297, -4.624], [-0.321, 1.880, -3.635], [0.657, 0.825, -6.452], [-0.179, -0.526, -5.665], [-1.115, 0.752, -6.467], [8.781, -0.234, 3.573], [7.900, -0.950, 2.631], [7.206, -1.510, 1.905], [8.439, 0.793, 3.692], [8.766, -0.729, 4.543], [9.802, -0.227, 3.192], [2.081, 4.744, -3.756], [2.451, 3.813, -4.834], [2.728, 3.076, -5.669], [2.971, 5.244, -3.377], [1.386, 5.492, -4.136], [1.606, 4.193, -2.944], [3.250, -3.651, -5.086], [2.427, -2.476, -4.762], [1.783, -1.559, -4.508], [2.710, -4.292, -5.787], [4.185, -3.333, -5.539], [3.466, -4.216, -4.178], [2.442, 0.075, 4.031], [1.649, 0.353, 5.241], [1.025, 0.576, 6.181], [1.785, -0.228, 3.217], [2.987, 0.969, 3.733], [3.155, -0.727, 4.224], [-2.043, -1.077, 6.126], [-2.943, -1.822, 5.228], [-3.648, -2.404, 4.534], [-2.391, -0.052, 6.225], [-2.030, -1.547, 7.108], [-1.033, -1.072, 5.721], [5.255, 0.661, -5.885], [5.065, -0.680, -6.465], [4.924, -1.729, -6.913], [5.912, 1.249, -6.524], [4.295, 1.169, -5.798], [5.703, 0.575, -4.896], [-2.736, 4.387, -4.934], [-2.447, 3.454, -6.039], [-2.208, 2.735, -6.903], [-1.819, 4.871, -4.614], [-3.442, 5.147, -5.264], [-3.164, 3.842, -4.092], [-2.270, 3.320, 7.595], [-3.180, 2.578, 6.704], [-3.885, 2.000, 6.007], [-2.610, 4.350, 7.696], [-2.254, 2.851, 8.578], [-1.262, 3.313, 7.182], [-2.587, 6.035, -1.120], [-2.276, 6.561, -2.461], [-2.028, 6.966, -3.508], [-3.339, 5.250, -1.196], [-1.688, 5.621, -0.667], [-2.966, 6.836, -0.488], [-6.450, -0.691, 4.181], [-7.473, -0.206, 3.237], [-8.266, 0.175, 2.496], [-5.515, -0.872, 3.655], [-6.283, 0.054, 4.958], [-6.783, -1.620, 4.641], [-2.447, 5.070, 4.634], [-2.079, 5.599, 3.308], [-1.794, 6.013, 2.277], [-3.215, 4.306, 4.527], [-1.572, 4.632, 5.112], [-2.829, 5.876, 5.259], [-10.844, -0.865, 5.197], [-10.870, -0.122, 6.471], [-10.892, 0.455, 7.464], [-9.970, -0.581, 4.612], [-10.807, -1.930, 5.393], [-11.739, -0.640, 4.620], [-10.711, -5.334, 5.616], [-10.183, -4.331, 4.674], [-9.770, -3.550, 3.941], [-11.753, -5.548, 5.380], [-10.132, -6.252, 5.540], [-10.647, -4.954, 6.634], [-2.936, 0.610, -1.888], [-3.369, 1.964, -1.507], [-3.699, 3.021, -1.205], [-2.101, 0.675, -2.585], [-2.618, 0.062, -1.002], [-3.760, 0.078, -2.361], [8.568, -3.594, -3.121], [7.814, -2.380, -2.768], [7.226, -1.435, -2.488], [7.963, -4.229, -3.767], [9.484, -3.321, -3.644], [8.823, -4.145, -2.217], [-0.861, -4.782, -6.824], [0.526, -5.274, -6.768], [1.607, -5.658, -6.722], [-0.929, -3.950, -7.522], [-1.523, -5.581, -7.155], [-1.173, -4.446, -5.836]],
  "homo_ev": -4.0,
  "total_charge": -1,
  "energy_ha": -3118.5390,
  "orbital_gap_ha": 0.2046
}